{
  "formula": "C31H49AuNO3P",
  "method": "ωB97M-V/def2-TZVPD",
  "total_charge": 2,
  "gap_ha": 0.214,
  "e_homo_ev": -14.32,
  "elements": ["Au", "P", "O", "O", "O", "N", "C", "C", "C", "C", "C", "C", "C", "C", "C", "C", "C", "C", "C", "C", "C", "C", "C", "C", "C", "C", "C", "C", "C", "C", "C", "C", "C", "C", "C", "C", "C", "H", "H", "H", "H", "H", "H", "H", "H", "H", "H", "H", "H", "H", "H", "H", "H", "H", "H", "H", "H", "H", "H", "H", "H", "H", "H", "H", "H", "H", "H", "H", "H", "H", "H", "H", "H", "H", "H", "H", "H", "H", "H", "H", "H", "H", "H", "H", "H", "H"],
  "xyz": [[0.146, 0.364, -0.234], [-0.078, 1.308, -3.304], [0.152, 0.191, -2.277], [-1.643, -1.880, -0.721], [0.358, 0.651, 1.862], [0.294, -1.876, 1.047], [-1.343, -4.135, -1.472], [1.988, 1.884, 5.393], [0.641, -1.695, 2.270], [-1.033, -2.913, -0.657], [-2.740, -5.505, -3.044], [0.753, -5.112, -0.606], [3.062, -5.763, -1.156], [0.592, -0.208, 2.704], [-2.591, -4.166, -2.322], [2.826, -4.082, 5.117], [-3.821, -3.957, -1.417], [0.936, -2.690, 3.237], [1.243, -7.445, -1.492], [0.770, 0.115, 4.129], [-2.515, -3.049, -3.382], [0.307, 2.638, 3.729], [0.275, 0.655, -4.925], [1.515, -3.404, 5.556], [0.650, 1.526, 4.726], [-1.772, 1.881, -3.286], [1.886, -6.784, 0.830], [1.708, -6.279, -0.619], [1.707, -2.843, 6.966], [0.173, -2.967, 0.291], [1.058, -0.929, 4.929], [-0.450, -5.145, -1.403], [-0.463, 1.488, 5.787], [0.383, -4.447, 5.592], [1.163, -2.338, 4.526], [0.988, 2.712, -3.019], [1.050, -4.021, 0.217], [-2.086, 2.050, -2.256], [1.916, 2.880, 5.830], [1.146, -7.162, -2.541], [0.768, 3.152, -2.046], [-1.418, 1.194, 5.350], [1.080, 2.776, 2.975], [-2.419, 1.128, -3.736], [2.971, -5.407, -2.183], [2.516, -7.673, 0.811], [-3.806, -2.990, -0.918], [2.248, 1.190, 6.193], [3.651, -3.369, 5.086], [-4.719, -4.004, -2.033], [-0.232, 0.802, 6.603], [0.222, 3.568, 4.292], [3.472, -4.959, -0.546], [2.027, 2.383, -3.038], [3.080, -4.862, 5.835], [-1.668, -3.210, -4.052], [2.374, -6.047, 1.468], [1.988, -8.237, -1.440], [2.521, -2.117, 7.016], [0.837, 3.467, -3.792], [1.966, -3.662, 7.636], [1.211, -0.726, 5.978], [1.960, -4.007, 0.799], [-1.913, -5.698, -3.731], [2.803, 1.892, 4.667], [-0.643, 2.468, 3.225], [-1.869, 2.812, -3.845], [1.332, 0.395, -4.991], [-0.625, -6.037, -1.981], [-3.654, -5.482, -3.636], [3.772, -6.590, -1.146], [0.040, 1.391, -5.695], [-2.430, -2.062, -2.932], [-3.428, -3.077, -3.978], [0.619, -5.197, 6.346], [-3.892, -4.744, -0.664], [0.265, -4.959, 4.637], [-0.570, -3.989, 5.858], [0.971, -3.726, 2.933], [2.735, -4.546, 4.134], [-2.825, -6.341, -2.347], [-0.582, 2.483, 6.217], [-0.326, -0.239, -5.088], [0.930, -7.058, 1.277], [0.797, -2.383, 7.355], [0.296, -7.867, -1.148]],
  "forces_ev_per_angstrom": [[0.2475, 0.3397, -0.1239], [-0.0104, 0.0025, 0.0557], [-0.0663, -0.0034, 0.0741], [-0.1843, -0.1169, -0.0665], [-0.0322, -0.2446, -0.1904], [-0.0565, 0.0424, -0.1857], [0.0733, 0.0621, 0.0124], [0.0059, 0.0111, 0.0078], [-0.0980, 0.2220, 0.2004], [0.0348, -0.1291, 0.1626], [-0.0188, -0.0113, 0.0013], [-0.0270, -0.0062, -0.0285], [-0.0028, 0.0089, -0.0038], [0.0632, -0.0237, 0.1729], [-0.0348, 0.0101, 0.0264], [-0.0084, 0.0078, 0.0127], [0.0065, 0.0256, 0.0086], [-0.1227, -0.0942, 0.0243], [0.0001, -0.0002, 0.0028], [0.0712, -0.0158, -0.1666], [0.0240, 0.0175, -0.0033], [-0.0012, -0.0186, -0.0250], [0.0165, -0.0100, -0.0265], [0.0252, -0.0050, -0.0204], [-0.0009, -0.0456, -0.0069], [-0.0389, 0.0148, -0.0093], [-0.0058, 0.0283, 0.0047], [-0.0143, -0.0213, 0.0102], [-0.0041, 0.0141, -0.0111], [0.0029, -0.2097, 0.1594], [-0.0346, -0.0962, -0.0627], [0.0786, 0.0076, -0.0221], [0.0089, 0.0165, 0.0121], [0.0063, 0.0051, 0.0086], [0.0122, 0.1247, 0.1043], [0.0251, 0.0327, 0.0089], [0.1142, 0.1249, -0.1346], [0.0098, 0.0272, -0.0012], [0.0061, -0.0018, 0.0086], [0.0001, 0.0010, -0.0026], [-0.0024, -0.0009, 0.0005], [-0.0016, 0.0070, -0.0076], [0.0098, 0.0003, 0.0051], [-0.0114, -0.0116, 0.0358], [-0.0059, -0.0057, -0.0039], [0.0113, 0.0053, 0.0033], [0.0004, 0.0053, -0.0106], [0.0005, -0.0018, 0.0002], [-0.0020, 0.0056, -0.0014], [-0.0007, -0.0123, 0.0011], [-0.0023, -0.0055, -0.0041], [0.0071, 0.0057, -0.0071], [0.0096, -0.0105, 0.0121], [0.0008, 0.0086, 0.0142], [0.0100, -0.0042, -0.0072], [-0.0019, -0.0009, -0.0040], [0.0048, 0.0009, 0.0031], [0.0002, -0.0004, -0.0033], [0.0075, -0.0027, 0.0008], [0.0008, -0.0005, -0.0029], [-0.0037, -0.0013, 0.0015], [-0.0010, -0.0025, 0.0055], [-0.0196, -0.0207, 0.0292], [0.0021, 0.0058, -0.0020], [-0.0034, 0.0033, -0.0073], [-0.0131, 0.0088, 0.0195], [-0.0034, -0.0113, -0.0193], [-0.0047, -0.0125, -0.0032], [-0.0088, 0.0011, -0.0027], [0.0012, -0.0019, -0.0021], [0.0014, -0.0002, -0.0027], [-0.0003, 0.0105, 0.0072], [-0.0144, -0.0021, 0.0034], [0.0084, -0.0154, -0.0130], [-0.0081, -0.0102, -0.0066], [-0.0031, -0.0048, -0.0033], [0.0024, -0.0005, -0.0006], [0.0004, 0.0042, 0.0025], [-0.0287, 0.0172, -0.0312], [-0.0068, -0.0156, 0.0025], [0.0045, 0.0023, 0.0077], [0.0001, -0.0066, 0.0148], [-0.0001, 0.0016, -0.0076], [-0.0032, -0.0191, -0.0129], [-0.0034, -0.0021, 0.0028], [0.0003, -0.0026, 0.0058]],
  "lowdin_charge": [0.874, 0.571, -0.529, 0.122, -0.055, 0.134, -0.030, -0.028, -0.110, -0.213, -0.047, -0.042, -0.010, -0.163, -0.535, -0.022, -0.015, 0.036, -0.045, -0.054, -0.020, -0.053, -0.151, -0.544, -0.533, -0.156, -0.016, -0.540, -0.049, -0.108, 0.085, 0.079, -0.028, -0.024, -0.077, -0.167, 0.047, 0.060, 0.099, 0.097, 0.058, 0.098, 0.088, 0.064, 0.101, 0.103, 0.082, 0.084, 0.099, 0.100, 0.084, 0.097, 0.085, 0.069, 0.100, 0.096, 0.075, 0.101, 0.095, 0.072, 0.099, 0.103, 0.127, 0.096, 0.097, 0.088, 0.071, 0.070, 0.097, 0.101, 0.104, 0.074, 0.070, 0.100, 0.099, 0.099, 0.079, 0.099, 0.112, 0.072, 0.099, 0.098, 0.061, 0.101, 0.097, 0.100]
}

=====

{
  "formula": "C31H49AuNO4P2",
  "method": "ωB97M-V/def2-TZVPD",
  "total_charge": 1,
  "spin_multiplicity": 3,
  "s2": 2.004,
  "gap_ha": [0.316, 0.192],
  "e_homo_ev": [-10.96, -10.95],
  "elements": ["Au", "P", "P", "O", "O", "O", "O", "N", "C", "C", "C", "C", "C", "C", "C", "C", "C", "C", "C", "C", "C", "C", "C", "C", "C", "C", "C", "C", "C", "C", "C", "C", "C", "C", "C", "C", "C", "C", "C", "H", "H", "H", "H", "H", "H", "H", "H", "H", "H", "H", "H", "H", "H", "H", "H", "H", "H", "H", "H", "H", "H", "H", "H", "H", "H", "H", "H", "H", "H", "H", "H", "H", "H", "H", "H", "H", "H", "H", "H", "H", "H", "H", "H", "H", "H", "H", "H", "H"],
  "xyz": [[0.973, -0.092, -0.763], [1.196, -2.426, -0.620], [1.945, 1.873, 0.253], [0.422, -0.477, 2.408], [2.648, -0.649, 2.828], [-0.795, -0.128, 9.212], [1.363, -0.151, 9.619], [0.393, -0.218, 8.829], [-0.422, -0.455, 6.525], [1.443, -3.254, 0.978], [-0.280, -3.168, -1.364], [-2.789, -0.337, 0.808], [2.117, -0.186, -4.674], [-1.140, 0.457, -5.416], [0.486, 1.375, -3.599], [-3.092, 1.230, -2.566], [0.650, -0.396, 7.438], [-3.529, -1.653, -1.283], [-0.158, -0.527, 5.163], [-2.861, -1.430, 1.796], [-0.060, -1.589, -4.494], [1.984, -0.449, 6.970], [-1.140, -0.802, -4.589], [-2.486, 1.020, 1.099], [1.276, 2.715, 1.729], [-2.193, 1.547, 2.444], [-3.061, -0.439, -0.583], [2.639, -2.895, -1.628], [-2.882, 0.850, -1.158], [1.166, -0.543, 4.667], [-0.236, 1.608, -4.895], [-2.294, 3.200, -0.274], [2.229, -0.516, 5.601], [1.577, 0.598, -3.512], [-2.521, 1.750, -0.117], [1.932, 3.176, -1.017], [1.212, -1.315, -5.240], [3.693, 1.538, 0.658], [1.438, -0.562, 3.172], [-3.225, 3.771, -0.137], [3.712, 0.782, 1.462], [-0.878, 2.497, -4.771], [2.220, -2.713, 1.539], [-2.568, -2.387, 1.347], [3.063, -0.654, -4.351], [-2.974, 1.259, 3.161], [-3.240, -2.559, -0.739], [2.405, -2.788, -2.695], [0.476, 1.866, -5.700], [3.255, -0.545, 5.238], [2.381, 0.484, -5.516], [-2.124, 2.642, 2.439], [0.331, 3.217, 1.476], [2.628, 3.987, -0.769], [-4.628, -1.666, -1.371], [-3.124, -1.708, -2.302], [0.512, -3.187, 1.554], [0.909, 3.571, -1.094], [-2.187, -1.230, 2.638], [-3.878, -1.550, 2.198], [-2.174, 0.832, -5.480], [-1.038, -3.314, -0.582], [1.730, -4.311, 0.841], [4.210, 2.456, 0.985], [2.800, -0.422, 7.682], [1.004, -1.084, -6.302], [1.992, 3.454, 2.126], [-1.917, 3.438, -1.277], [0.099, 1.921, -2.738], [4.185, 1.132, -0.236], [1.075, 1.960, 2.502], [2.227, 0.587, -2.625], [1.803, -2.245, -5.246], [3.463, -2.213, -1.374], [-0.047, -4.133, -1.839], [-4.034, 1.786, -2.707], [-0.677, -2.474, -2.113], [-1.444, -0.430, 6.905], [-0.838, 0.246, -6.458], [-3.125, 0.351, -3.219], [-0.999, -0.570, 4.469], [-1.576, 3.570, 0.467], [-0.125, -2.581, -4.041], [-2.280, 1.881, -2.921], [-2.122, -1.138, -4.250], [2.945, -3.929, -1.407], [2.197, 2.731, -1.984], [-1.243, 1.129, 2.814]],
  "forces_ev_per_angstrom": [[0.5982, -0.0952, 1.7418], [-0.2475, 0.4827, -0.2374], [-0.3635, 0.0594, -0.3359], [0.4218, 0.0204, 0.4233], [-1.1348, 0.1149, -0.0028], [2.0751, -0.1889, -0.8945], [-1.7519, -0.1620, -1.7235], [-0.5147, 0.3090, 3.3544], [0.3884, 0.0767, 0.6284], [0.0611, 0.0971, 0.1136], [-0.1259, -0.6036, -0.2109], [-0.1284, -0.1545, 0.0914], [0.7923, -0.0366, -0.1173], [-0.4868, 0.1153, -0.1426], [0.5661, -0.2190, -0.0728], [0.0017, -0.0095, -0.5759], [0.6376, -0.0867, -2.2501], [0.0367, -0.3562, -0.2109], [0.5118, -0.0413, -0.1148], [0.3124, -0.2501, 0.2838], [-0.7370, -0.2344, -0.5988], [-0.8513, 0.0601, 0.1519], [0.3199, -0.5778, -0.6482], [0.2238, 0.0229, 0.3869], [-0.0436, -0.1804, 0.2547], [-0.0525, 0.4447, 0.1405], [-0.0658, 0.2064, -0.1780], [0.0845, -0.2563, 0.0765], [-0.0647, -0.0438, 0.2035], [-0.3142, 0.0806, 1.1951], [-0.2994, 0.5283, -0.2217], [0.2778, 0.3156, -0.0936], [-0.5489, -0.0578, -0.2835], [-0.0034, 0.6791, -0.3288], [-0.1282, -0.0624, -0.1270], [0.3352, 0.2677, 0.0266], [0.3201, -0.2759, -0.1696], [-0.0756, -0.0569, 0.0546], [0.4613, -0.1333, -0.6285], [0.1176, -0.1630, -0.0035], [-0.0639, 0.2311, -0.2895], [0.3288, -0.2337, -0.0932], [-0.2098, -0.1245, -0.1257], [-0.1193, 0.1938, 0.1180], [-0.2942, 0.2921, -0.1780], [0.1386, -0.0153, -0.1430], [-0.1084, 0.1983, -0.1613], [0.0621, -0.0051, 0.2163], [-0.1098, -0.0917, 0.4915], [-0.3014, 0.0049, -0.0133], [-0.0987, -0.1426, 0.4881], [-0.0101, -0.3070, 0.0507], [0.3151, -0.1250, 0.0626], [-0.1965, -0.0491, -0.1331], [0.2291, 0.0971, 0.0505], [-0.1123, -0.0007, 0.2534], [0.2457, 0.0314, -0.0978], [0.2787, -0.0291, 0.0137], [-0.0812, -0.0336, -0.2257], [0.1065, 0.0704, -0.1445], [0.3337, -0.1480, -0.0385], [0.2428, -0.0335, -0.1729], [-0.1378, 0.4231, -0.0502], [-0.2409, -0.2948, -0.1647], [-0.1416, 0.0329, -0.0617], [-0.1391, -0.1355, 0.4576], [-0.2540, -0.2579, -0.2738], [-0.0985, -0.0418, 0.2159], [0.3363, -0.0766, 0.0099], [-0.0415, 0.1070, 0.2198], [0.0692, 0.2048, -0.2245], [-0.4980, 0.0229, -0.1863], [-0.2030, 0.3236, -0.1043], [-0.1910, -0.2554, -0.0895], [-0.2465, 0.1387, 0.1589], [0.2155, -0.1135, 0.1502], [0.1051, -0.2755, 0.2417], [0.3355, 0.0052, -0.0978], [-0.1402, -0.1585, 0.4123], [-0.0524, 0.2690, 0.2022], [0.3814, 0.0159, 0.1303], [-0.1940, -0.0377, -0.1612], [-0.1258, 0.4231, 0.0454], [-0.2094, -0.1231, 0.0805], [0.3815, -0.0763, 0.2533], [-0.0711, 0.3044, -0.1886], [0.0135, 0.2821, 0.2698], [-0.0339, -0.1214, -0.1301]],
  "lowdin_charge": [0.512, 0.691, 0.713, -0.138, -0.057, 0.053, 0.059, -0.320, 0.010, -0.240, -0.279, -0.116, -0.172, -0.178, -0.147, 0.009, -0.155, 0.002, -0.020, 0.016, -0.120, 0.024, -0.122, -0.113, -0.231, 0.007, -0.117, -0.253, -0.123, -0.105, -0.175, 0.005, 0.003, -0.176, -0.125, -0.281, -0.172, -0.245, -0.654, 0.119, 0.027, 0.105, 0.041, 0.086, 0.106, 0.114, 0.077, 0.031, 0.120, 0.118, 0.122, 0.091, 0.022, 0.057, 0.120, 0.074, 0.045, 0.033, 0.076, 0.120, 0.103, 0.032, 0.064, 0.060, 0.118, 0.118, 0.068, 0.087, 0.066, 0.044, 0.029, 0.048, 0.108, 0.047, 0.063, 0.123, -0.008, 0.118, 0.118, 0.063, 0.086, 0.071, 0.089, 0.076, 0.082, 0.057, 0.018, 0.076]
}

=====

| no. | F_max (Eh/bohr) |
| --- | --- |
| 1 | 0.0085 |
| 2 | 0.0663 |